C4H4O2 in the gas phase, computed with wB97M-V/def2-TZVPD.

- HOMO-LUMO gap (eV) = 8.9
- 2S+1 = 1
- LUMO energy (eV) = -0.565
- HOMO level (eV) = -9.5
- relative energy (zero: lowest compared OMol25 entry of this formula, charge and spin) (kcal/mol) = 31.6
- E (eV) = -8305.7065

The geometry in XYZ format:
```
10
C4H4O2 wB97M-V/def2-TZVPD
C -0.1872 0.7280 -0.0717
C -0.2334 -0.8075 0.1043
H 0.1094 -1.3330 -0.7441
O -2.6755 1.5946 0.0646
H 0.2502 1.0722 -1.1373
H 0.2152 1.4273 0.5633
O -2.6308 -1.5703 -0.0307
C -1.7774 0.8120 -0.0562
C -1.7532 -0.7545 -0.0314
H -0.0975 -1.0511 1.1508
```

natural (NBO) analysis output, partial charges in e: -0.5139 -0.5343 0.2507 -0.4543 0.2366 0.2370 -0.4568 0.4950 0.4895 0.2504


A molecular structure, C4H7F3N2, computed with wB97M-V/def2-TZVPD.

- HOMO-LUMO gap (eV) = 9.9
- 2S+1 = 1
- LUMO energy (eV) = 0.787
- HOMO level (eV) = -9.1
- relative energy (zero: lowest compared OMol25 entry of this formula, charge and spin) (kcal/mol) = 30.6
- E (eV) = -15392.4166

The geometry in XYZ format:
```
16
C4H7F3N2 wB97M-V/def2-TZVPD
H -0.8317 2.4936 1.6385
C 0.7470 -1.2726 0.7791
C -0.2459 1.5660 1.3140
H -0.9210 -1.4851 -1.3697
H 0.2646 -1.7211 1.5708
N -1.3656 -1.1727 -0.5690
F -0.5216 1.1509 -2.0068
N -0.8739 0.6373 0.8135
C -0.3842 -0.4331 0.1213
F 1.0948 -0.2883 -2.1920
F 1.2776 1.4739 -0.7903
H 0.8435 1.6815 1.4417
H -2.2596 -0.7321 -0.7662
H 1.2627 -1.9632 0.1475
H 1.4475 -0.4659 1.1581
C 0.4658 0.5309 -1.2905
```

natural (NBO) analysis output, partial charges in e: 0.1703 -0.6353 0.0185 0.3682 0.2216 -0.8270 -0.3494 -0.4681 0.3108 -0.3476 -0.3344 0.1530 0.3919 0.2314 0.2085 0.8878


2 unconnected molecules or ions with the total composition C4H12N2O, computed with wB97M-V/def2-TZVPD.

- HOMO-LUMO gap (eV) = 3.5
- 2S+1 = 1
- LUMO energy (eV) = -2.073
- HOMO level (eV) = -5.5
- relative energy (zero: lowest compared OMol25 entry of this formula, charge and spin) (kcal/mol) = 149.7
- E (eV) = -9364.7017

The geometry in XYZ format:
```
19
C4H12N2O wB97M-V/def2-TZVPD
H -0.0787 1.2073 -3.2903
H -0.2834 -1.0513 -3.6000
H 0.2710 -1.2211 -1.7467
O 0.0780 1.6471 2.8128
H 0.4735 1.9368 -0.8602
H -0.4559 -1.9859 0.7089
C 0.2223 -0.6935 2.1383
N 0.4316 -1.5334 0.9201
H -1.2317 1.7502 -1.1013
C -0.0384 -0.6473 -2.6232
H -0.5978 -1.1054 2.7425
H -0.3484 0.3275 -0.4915
H 1.0937 -0.7118 2.8025
C 0.0266 0.8029 1.8121
H 0.7528 0.9554 0.9726
N -0.0504 0.6244 -2.4589
H 0.9995 -2.3421 1.1552
H -0.9799 0.8398 1.2303
C -0.2844 1.2005 -1.1231
```

natural (NBO) analysis output, partial charges in e: 0.4180 0.2118 0.2535 -0.8461 0.2529 0.3387 -0.2656 -0.8884 0.2455 0.0581 0.1627 0.2650 0.1898 0.0257 0.0456 -0.3877 0.3583 0.0156 -0.4535


A molecular structure, C2HBr2NO, computed with wB97M-V/def2-TZVPD.

- HOMO-LUMO gap (eV) = 8.4
- 2S+1 = 1
- LUMO energy (eV) = -0.927
- HOMO level (eV) = -9.4
- relative energy (zero: lowest compared OMol25 entry of this formula, charge and spin) (kcal/mol) = 65.8
- E (eV) = -145708.6772

The geometry in XYZ format:
```
7
C2HBr2NO wB97M-V/def2-TZVPD
C -0.8760 -0.0055 -0.5082
H 1.4330 0.8429 0.4465
N 1.1961 -0.0749 0.0817
C 0.4518 -0.9390 0.5486
O 0.0160 -1.9423 0.9442
Br -0.5122 0.7122 -2.1190
Br -1.7088 1.4066 0.6062
```

natural (NBO) analysis output, partial charges in e: -0.2838 0.4358 -0.7028 0.8197 -0.4593 0.1747 0.0156


2 unconnected molecules or ions with the total composition C4H6F2S, computed with wB97M-V/def2-TZVPD.

- HOMO-LUMO gap (eV) = 9.8
- 2S+1 = 1
- LUMO energy (eV) = 0.664
- HOMO level (eV) = -9.1
- relative energy (zero: lowest compared OMol25 entry of this formula, charge and spin) (kcal/mol) = 69.0
- E (eV) = -20511.9557

The geometry in XYZ format:
```
13
C4H6F2S wB97M-V/def2-TZVPD
H -0.2312 1.6764 0.0991
S 3.2030 1.3437 -0.0421
C -2.2840 -0.5762 -0.1752
H -2.7374 0.4066 -0.0008
H -2.5685 -1.4079 0.4449
C 1.8929 0.0985 -0.0670
H -0.3040 -1.3860 -0.2704
C -0.0891 0.6867 -0.0221
C -0.7433 -0.4536 -0.0816
H 2.6200 2.0254 1.1070
H -2.5577 -1.0578 -1.2167
F 1.7694 -0.5050 1.1562
F 2.0299 -0.8509 -0.9312
```

natural (NBO) analysis output, partial charges in e: 0.1896 -0.0428 -0.6401 0.2187 0.2197 0.5497 0.2077 -0.1844 -0.2074 0.1683 0.2176 -0.3752 -0.3214


2 unconnected molecules or ions with the total composition C3H5O2S2, computed with wB97M-V/def2-TZVPD.

- HOMO-LUMO gap (eV) = 5.3
- 2S+1 = 1
- total charge = -1
- LUMO energy (eV) = 3.452
- HOMO level (eV) = -1.8
- relative energy (zero: lowest compared OMol25 entry of this formula, charge and spin) (kcal/mol) = 61.9
- E (eV) = -28956.7267

The geometry in XYZ format:
```
12
C3H5O2S2 wB97M-V/def2-TZVPD
H 1.1550 -0.9510 0.6289
C 0.8923 2.0948 -1.4843
H -2.6905 -1.7402 0.2261
S -1.4996 -2.1725 0.7392
H -0.0202 -1.0169 -1.5152
H 0.7487 0.7981 1.2626
O 1.1054 2.4377 -0.3997
C 0.5154 -0.2749 1.2061
C -0.8905 -0.4710 0.6891
O 0.7911 1.8730 -2.5852
H 0.7030 -0.6356 2.4037
S -0.8102 0.0585 -1.1713
```

natural (NBO) analysis output, partial charges in e: 0.1457 1.0444 0.1253 -0.1662 0.0547 0.2268 -0.5547 -0.6705 -0.6194 -0.5346 0.1611 -0.2125